The molecule C5H13NO. Source: the Open Molecules 2025 dataset; level of theory: ωB97M-V/def2-TZVPD.

Geometry as ORCA input:
```
! wB97M-V def2-TZVPD RIJCOSX def2/J DEFGRID3
* xyz 0 1
C 0.299 2.448 1.119
N 0.259 0.986 0.945
C -0.483 0.545 -0.243
C -1.972 0.953 -0.206
C -0.331 -0.961 -0.358
C 1.125 -1.407 -0.404
O 1.258 -2.750 -0.887
H 1.314 2.758 1.344
H 0.067 2.944 0.177
H -0.402 2.807 1.873
H -0.237 0.590 1.738
H -0.051 1.037 -1.111
H -2.152 1.860 -0.796
H -2.323 1.064 0.816
H -2.589 0.220 -0.727
H -0.784 -1.438 0.515
H -0.867 -1.303 -1.241
H 1.756 -0.731 -0.987
H 1.527 -1.451 0.605
H 0.633 -2.895 -1.611
*
```

* gap between HOMO and LUMO: 9.9 eV
* F_max: 0.85 eV/A
* SMILES string: CN[C@H](C)CCO

C25H48Cl3N4O3SScSi as an isolated structure at a distorted geometry. Source: the Open Molecules 2025 dataset; level of theory: ωB97M-V/def2-TZVPD.

Geometry as ORCA input:
```
! wB97M-V def2-TZVPD RIJCOSX def2/J DEFGRID3
* xyz 0 1
C -1.523 -2.069 -3.927
C -1.078 -2.971 -2.813
H -1.375 -2.512 -4.920
H -0.993 -1.105 -3.863
H -2.596 -1.847 -3.809
C -0.552 -4.193 -2.987
C -0.308 -4.830 -4.311
H -0.302 -4.817 -2.126
H -0.365 -4.117 -5.139
H -1.040 -5.623 -4.515
H 0.681 -5.302 -4.338
Sc -0.014 0.549 -0.515
Cl -2.384 0.912 -0.326
Cl 1.069 2.125 -1.975
H 1.071 4.442 3.202
H -1.322 5.782 2.333
C 1.204 4.508 2.113
C -0.970 5.487 1.335
N -0.071 4.339 1.421
H 1.913 3.743 1.788
C -0.425 3.166 0.917
O 0.300 2.131 0.986
H -1.831 5.201 0.721
H -1.409 3.136 0.428
H 1.585 5.506 1.878
H -0.446 6.334 0.875
H 1.415 -1.485 -3.214
H 2.530 -3.864 -1.989
C 2.394 -1.120 -2.866
C 3.317 -3.133 -1.761
N 2.764 -1.793 -1.622
H 2.346 -0.034 -2.730
C 2.581 -1.261 -0.404
O 2.016 -0.165 -0.164
H 3.802 -3.408 -0.825
H 2.980 -1.880 0.417
H 3.145 -1.379 -3.623
H 4.048 -3.145 -2.574
O -0.377 -1.214 -1.436
C -1.217 -2.317 -1.446
C 0.200 -3.832 0.069
C -1.035 -3.284 -0.278
H 1.103 -3.469 -0.436
C 0.277 -4.799 1.082
H -2.266 -1.974 -1.391
C -2.170 -3.634 0.455
H 1.254 -5.213 1.350
C -0.885 -5.230 1.733
C -2.116 -4.645 1.413
H -3.097 -3.097 0.250
H -0.825 -6.009 2.499
H -3.036 -4.982 1.902
Si -0.495 3.619 -4.342
Cl -0.959 1.573 -4.583
C 1.325 4.118 -4.388
C -1.710 4.265 -3.073
C -0.933 4.636 -5.912
H 2.034 3.395 -3.977
H 1.443 5.050 -3.819
H 1.624 4.324 -5.430
H -0.173 4.492 -6.697
H -0.915 5.703 -5.631
H -1.926 4.414 -6.327
H -1.734 3.666 -2.156
H -2.724 4.264 -3.507
H -1.438 5.300 -2.815
C -2.312 -1.418 6.204
C -0.993 -1.286 5.470
N -1.249 -1.061 4.033
C -0.242 -0.598 3.241
S 0.066 -1.284 1.742
N 0.505 0.428 3.733
C -0.202 1.542 4.409
C 0.743 2.284 5.337
H -2.960 -0.553 6.022
H -2.109 -1.472 7.275
H -2.830 -2.329 5.891
H -0.417 -0.438 5.849
H -0.372 -2.187 5.603
H -1.765 -1.823 3.585
H 1.207 0.761 3.067
H -0.628 2.215 3.642
H -1.036 1.112 4.971
H 1.518 2.809 4.767
H 0.158 2.999 5.928
H 1.226 1.592 6.041
*
```

* gap between HOMO and LUMO: 8.3 eV
* F_max: 1.94 eV/A

A 8-piece molecular cluster, C32H88N8O8 overall at a distorted geometry. Source: the Open Molecules 2025 dataset; level of theory: ωB97M-V/def2-TZVPD.

Geometry as ORCA input:
```
! wB97M-V def2-TZVPD RIJCOSX def2/J DEFGRID3
* xyz 0 1
C 3.576 -4.049 1.495
O 2.396 -3.349 1.206
C 1.738 -3.750 -0.003
C 0.205 -3.684 0.259
C -0.254 -4.538 1.401
N -0.306 -4.110 -1.027
H 3.333 -5.051 1.734
H 4.091 -3.561 2.315
H 4.363 -3.919 0.733
H 1.916 -3.024 -0.810
H 2.085 -4.753 -0.204
H -0.123 -2.636 0.452
H 0.052 -4.107 2.368
H 0.081 -5.568 1.308
H -1.339 -4.610 1.372
H -1.220 -4.463 -0.847
H -0.524 -3.262 -1.587
C -4.215 2.615 -1.130
O -3.725 2.481 0.218
C -4.432 3.304 1.186
C -4.270 2.597 2.569
C -5.023 1.279 2.641
N -4.780 3.596 3.575
H -3.617 1.887 -1.696
H -3.921 3.600 -1.561
H -5.275 2.336 -1.304
H -4.039 4.285 1.129
H -5.514 3.313 0.928
H -3.195 2.457 2.740
H -4.639 0.648 3.462
H -4.951 0.685 1.719
H -6.035 1.625 2.768
H -4.304 4.504 3.646
H -5.070 3.256 4.480
C -3.853 -2.999 1.249
O -3.262 -2.225 0.245
C -3.692 -2.728 -1.018
C -5.066 -1.999 -1.322
C -5.516 -2.468 -2.676
N -4.994 -0.515 -1.357
H -4.902 -2.864 1.389
H -3.333 -2.680 2.111
H -3.707 -4.064 1.010
H -2.996 -2.315 -1.718
H -3.633 -3.791 -1.097
H -5.735 -2.260 -0.554
H -4.891 -2.042 -3.509
H -6.551 -2.215 -2.812
H -5.434 -3.581 -2.832
H -4.300 -0.227 -2.021
H -4.775 -0.123 -0.407
C 2.808 0.898 -1.217
O 1.499 1.416 -1.239
C 0.783 0.899 -0.134
C -0.616 1.422 -0.146
C -0.587 2.770 0.457
N -1.523 0.560 0.627
H 3.410 1.573 -1.837
H 2.826 -0.134 -1.603
H 3.219 0.832 -0.206
H 0.631 -0.218 -0.225
H 1.297 1.053 0.807
H -0.853 1.514 -1.228
H -0.456 2.679 1.561
H -1.527 3.333 0.379
H 0.180 3.405 0.077
H -1.586 -0.348 0.183
H -2.440 0.921 0.611
C -2.101 2.528 5.914
O -1.026 1.813 5.423
C -1.464 0.705 4.729
C -0.364 -0.405 4.475
C 1.008 0.211 4.149
N -0.843 -1.323 3.495
H -1.656 3.309 6.578
H -2.837 1.925 6.470
H -2.591 2.990 5.068
H -2.309 0.255 5.328
H -1.755 1.067 3.753
H -0.275 -1.056 5.345
H 0.871 0.758 3.192
H 1.581 -0.678 3.948
H 1.441 0.844 4.988
H -1.330 -0.768 2.772
H -0.017 -1.747 3.112
C 5.042 -3.394 -3.483
O 5.409 -3.081 -2.224
C 5.008 -1.838 -1.713
C 6.137 -0.814 -1.801
C 6.536 -0.414 -3.245
N 7.376 -1.180 -1.119
H 5.391 -4.364 -3.806
H 5.440 -2.767 -4.346
H 3.896 -3.523 -3.642
H 4.151 -1.549 -2.377
H 4.694 -2.075 -0.676
H 5.649 0.055 -1.310
H 6.885 -1.248 -3.840
H 7.332 0.281 -3.065
H 5.682 0.038 -3.854
H 7.778 -1.938 -1.629
H 7.236 -1.467 -0.177
C 4.526 1.467 2.431
O 4.527 2.261 1.325
C 3.801 3.429 1.456
C 4.076 4.320 0.240
C 5.531 4.698 0.247
N 3.201 5.506 0.226
H 3.501 1.168 2.748
H 5.000 1.968 3.329
H 4.942 0.491 2.183
H 2.752 3.174 1.425
H 4.091 3.992 2.420
H 3.967 3.754 -0.658
H 6.145 3.816 0.040
H 5.774 5.038 1.251
H 5.736 5.451 -0.473
H 2.340 5.350 0.732
H 3.058 5.765 -0.735
C -4.248 1.190 -4.294
O -3.084 0.504 -3.801
C -2.088 0.252 -4.740
C -1.274 -0.988 -4.342
C -0.707 -0.719 -2.926
N -0.291 -1.247 -5.335
H -5.107 1.048 -3.634
H -4.463 0.874 -5.303
H -4.078 2.277 -4.395
H -2.535 -0.014 -5.720
H -1.347 1.107 -4.892
H -1.940 -1.840 -4.205
H -1.537 -0.513 -2.251
H 0.018 0.128 -2.896
H -0.211 -1.599 -2.553
H 0.452 -0.565 -5.297
H 0.009 -2.206 -5.121
*
```

* gap between HOMO and LUMO: 9.5 eV
* F_max: 4.06 eV/A
* SMILES string: COC[C@H](C)N.COC[C@H](C)N.COC[C@H](C)N.COC[C@H](C)N.COC[C@H](C)N.COC[C@H](C)N.COC[C@H](C)N.COC[C@H](C)N

A 2-piece molecular cluster, C11H23N2 overall at a distorted geometry. Source: the Open Molecules 2025 dataset; level of theory: ωB97M-V/def2-TZVPD.

Geometry as ORCA input:
```
! wB97M-V def2-TZVPD RIJCOSX def2/J DEFGRID3
* xyz 1 1
C 0.869 -1.035 -0.079
C -2.061 1.697 1.008
C -1.229 2.028 -0.227
C -1.088 0.785 1.732
C 0.200 2.019 0.246
C 0.612 3.157 1.186
C 1.285 1.815 -0.906
C -0.977 -1.572 -1.625
C 1.059 -3.003 -1.500
C -0.395 -2.893 0.412
C 0.174 -2.068 -0.714
N 0.146 0.817 1.102
N 1.985 -0.865 0.479
H -2.544 2.517 1.646
H -2.991 1.089 0.833
H -1.362 1.262 -1.004
H -1.434 3.061 -0.612
H -0.680 1.104 2.837
H -1.491 -0.213 2.070
H 0.152 4.013 0.798
H 1.685 3.351 1.268
H 0.136 2.875 2.149
H 1.071 0.970 -1.469
H 2.274 1.760 -0.480
H 1.060 2.638 -1.619
H -1.175 -2.261 -2.401
H -0.688 -0.688 -2.188
H -1.843 -1.488 -0.969
H 0.422 -3.679 -2.061
H 1.612 -3.598 -0.820
H 1.751 -2.595 -2.372
H -1.163 -2.468 1.038
H -0.940 -3.709 -0.118
H 0.483 -3.274 0.999
H 2.828 -1.550 0.474
H 2.255 0.001 0.885
*
```

* gap between HOMO and LUMO (alpha / beta): 8.0 / 8.6 eV
* F_max: 4.27 eV/A

In kcal/mol, the energy above the lowest of the compared OMol25 structures with the same formula, charge and spin values for the records above are, in order, 28.39, 0.00, 70.41, 132.53.